DFT (ωB97M-V/def2-TZVPD) results for a 17-piece molecular cluster, C60H108N4O22S9 overall at a distorted geometry.

The calculation puts the gap between HOMO and LUMO at 9.50 eV. The HOMO energy comes out at -9.54 eV. Its total energy is -7808.81369 a.u. Its max |F| is 2.9 eV/Å. Its multiplicity is 1.

Bonds (Å) are listed after each position.
Cartesian coordinates (Å):
1 N -6.8247 -20.5356 20.1027  C2 1.305, C6 1.320
2 C -6.8295 -20.7037 21.3969  N1 1.305, C3 1.385, H7 1.091
3 C -6.6922 -21.9689 21.9433  C2 1.385, C4 1.388, H8 1.091
4 C -6.6458 -23.0927 21.1305  C3 1.388, C5 1.359, H9 1.083
5 C -6.7335 -22.8902 19.7891  C4 1.359, C6 1.388, H10 1.070
6 C -6.8252 -21.5911 19.3098  N1 1.320, C5 1.388, H11 1.108
7 H -6.8273 -19.8226 22.0401  C2 1.091
8 H -6.6314 -21.9954 23.0326  C3 1.091
9 H -6.5175 -24.1104 21.4781  C4 1.083
10 H -6.6362 -23.7291 19.1320  C5 1.070
11 H -6.7647 -21.4680 18.2100  C6 1.108
12 N -2.5612 -15.6360 17.3144  C13 1.347, C17 1.344
13 C -2.5428 -16.8472 16.7248  N12 1.347, C14 1.393, H18 1.067
14 C -3.6325 -17.3004 15.9839  C13 1.393, C15 1.385, H19 1.059
15 C -4.7884 -16.5623 15.7925  C14 1.385, C16 1.350, H20 1.091
16 C -4.8090 -15.3713 16.4280  C15 1.350, C17 1.389, H21 1.082
17 C -3.6873 -14.9293 17.1183  N12 1.344, C16 1.389, H22 1.103
18 H -1.7540 -17.5391 16.9180  C13 1.067
19 H -3.4926 -18.1617 15.3840  C14 1.059
20 H -5.6510 -16.9528 15.2510  C15 1.091
21 H -5.6933 -14.7528 16.3446  C16 1.082
22 H -3.7193 -13.9149 17.5496  C17 1.103
23 N -9.6754 -17.0434 17.1242  C24 1.318, C28 1.337
24 C -8.5027 -17.6295 17.2585  N23 1.318, C25 1.408, H29 1.098
25 C -8.2695 -18.6859 18.1598  C24 1.408, C26 1.366, H30 1.096
26 C -9.3489 -19.2128 18.8103  C25 1.366, C27 1.399, H31 1.074
27 C -10.5986 -18.6262 18.5860  C26 1.399, C28 1.365, H32 1.090
28 C -10.7181 -17.4976 17.8278  N23 1.337, C27 1.365, H33 1.104
29 H -7.6372 -17.1488 16.7833  C24 1.098
30 H -7.2837 -19.1526 18.2659  C25 1.096
31 H -9.2161 -20.0795 19.4311  C26 1.074
32 H -11.4668 -18.9218 19.1743  C27 1.090
33 H -11.6558 -16.9235 17.7237  C28 1.104
34 N -12.3423 -15.4035 20.6551  C35 1.322, C39 1.323
35 C -11.8465 -15.2901 21.8754  N34 1.322, C36 1.413, H40 1.079
36 C -10.9243 -14.2629 22.1787  C35 1.413, C37 1.353, H41 1.097
37 C -10.5085 -13.3662 21.2550  C36 1.353, C38 1.418, H42 1.107
38 C -11.0791 -13.4984 19.9639  C37 1.418, C39 1.363, H43 1.088
39 C -11.9385 -14.5334 19.7447  N34 1.323, C38 1.363, H44 1.087
40 H -12.2622 -15.9311 22.6370  C35 1.079
41 H -10.5681 -14.0952 23.2031  C36 1.097
42 H -9.7101 -12.6198 21.4292  C37 1.107
43 H -10.8758 -12.8023 19.1525  C38 1.088
44 H -12.2738 -14.6216 18.7148  C39 1.087
45 C -9.4807 -17.5691 22.3145  O46 1.377, H47 1.060, H48 1.069, H49 1.119
46 O -8.5395 -16.6920 22.8066  C45 1.377, H50 0.951
47 H -10.4357 -17.4408 22.7572  C45 1.060
48 H -9.5668 -17.4403 21.2563  C45 1.069
49 H -9.2760 -18.6662 22.3907  C45 1.119
50 H -8.4663 -16.6917 23.7543  O46 0.951
51 C -8.3084 -20.5546 25.2827  O52 1.406, H53 1.078, H54 1.090, H55 1.110
52 O -7.9734 -21.9193 25.3431  C51 1.406, H56 0.974
53 H -9.2049 -20.3183 25.8332  C51 1.078
54 H -7.4926 -19.9703 25.7090  C51 1.090
55 H -8.4002 -20.1395 24.2573  C51 1.110
56 H -8.6542 -22.4876 24.9399  O52 0.974
57 C -11.8357 -16.9904 13.8848  O58 1.431, H59 1.076, H60 1.075, H61 1.093
58 O -11.9124 -15.5900 13.6010  C57 1.431, H62 0.953
59 H -10.8042 -17.2149 14.0938  C57 1.076
60 H -12.4537 -17.2304 14.7317  C57 1.075
61 H -12.0940 -17.6328 13.0386  C57 1.093
62 H -11.1786 -15.3059 13.0642  O58 0.953
63 C -7.7611 -15.2832 19.8376  O64 1.402, H65 1.104, H66 1.080, H67 1.094
64 O -7.4100 -13.9710 19.4891  C63 1.402, H68 0.974
65 H -8.6657 -15.4937 19.2416  C63 1.104
66 H -6.9682 -16.0109 19.7419  C63 1.080
67 H -8.0389 -15.2456 20.8954  C63 1.094
68 H -6.8905 -13.5396 20.1910  O64 0.974
69 C -15.9206 -19.5712 20.2699  C70 1.517, C75 1.541, H76 1.100, H77 1.103
70 C -15.8948 -18.2102 19.5996  C69 1.517, C71 1.554, H78 1.095, H79 1.079
71 C -14.5559 -17.5382 20.0120  C70 1.554, S72 1.747, H80 1.088, H81 1.090
72 S -13.9810 -18.3272 21.4604  C71 1.747, O73 1.453, O74 1.445, C75 1.782
73 O -13.9609 -17.4463 22.6158  S72 1.453
74 O -12.7524 -19.0127 21.1315  S72 1.445
75 C -15.3354 -19.4625 21.6912  C69 1.541, S72 1.782, H82 1.093, H83 1.086
76 H -15.3077 -20.3104 19.7329  C69 1.100
77 H -16.9108 -20.0471 20.3703  C69 1.103
78 H -16.7222 -17.6241 20.0141  C70 1.095
79 H -16.0144 -18.2311 18.5272  C70 1.079
80 H -14.6015 -16.4566 20.1170  C71 1.088
81 H -13.7425 -17.7588 19.3204  C71 1.090
82 H -16.0676 -18.9370 22.3087  C75 1.093
83 H -15.0443 -20.4078 22.1387  C75 1.086
84 C -4.8209 -17.9027 21.0138  C85 1.518, C90 1.555, H91 1.097, H92 1.100
85 C -4.1494 -16.7197 20.3404  C84 1.518, C86 1.500, H93 1.084, H94 1.102
86 C -2.7272 -17.1032 20.0570  C85 1.500, S87 1.779, H95 1.080, H96 1.099
87 S -2.2220 -18.0950 21.4451  C86 1.779, O88 1.442, O89 1.433, C90 1.818
88 O -1.3897 -17.3860 22.3848  S87 1.442
89 O -1.7596 -19.3315 20.8866  S87 1.433
90 C -3.8716 -18.2675 22.1897  C84 1.555, S87 1.818, H97 1.074, H98 1.089
91 H -4.9196 -18.7132 20.2812  C84 1.097
92 H -5.7811 -17.5569 21.4250  C84 1.100
93 H -4.1193 -15.9178 21.0687  C85 1.084
94 H -4.6452 -16.2746 19.4625  C85 1.102
95 H -2.0288 -16.3272 19.7802  C86 1.080
96 H -2.8025 -17.8103 19.2192  C86 1.099
97 H -3.8561 -17.4995 22.9400  C90 1.074
98 H -3.9242 -19.2529 22.6493  C90 1.089
99 C -3.7408 -21.5105 17.2514  C100 1.492, C105 1.468, H106 1.094, H107 1.094
100 C -3.3241 -20.5348 18.2999  C99 1.492, C101 1.538, H108 1.095, H109 1.099
101 C -1.7999 -20.4153 18.1285  C100 1.538, S102 1.757, H110 1.087, H111 1.106
102 S -1.4482 -20.5705 16.4146  C101 1.757, O103 1.440, O104 1.437, C105 1.763
103 O -0.4054 -21.5528 16.2651  S102 1.440
104 O -1.2785 -19.3208 15.7248  S102 1.437
105 C -3.0427 -21.1977 15.9984  C99 1.468, S102 1.763, H112 1.094, H113 1.084
106 H -4.8220 -21.4697 17.0866  C99 1.094
107 H -3.5169 -22.5300 17.5799  C99 1.094
108 H -3.6422 -20.7417 19.3266  C100 1.095
109 H -3.6828 -19.5450 17.9851  C100 1.099
110 H -1.1872 -21.1349 18.6653  C101 1.087
111 H -1.5047 -19.3763 18.3670  C101 1.106
112 H -2.8269 -22.1361 15.4788  C105 1.094
113 H -3.5911 -20.5269 15.3469  C105 1.084
114 C -5.0480 -13.7645 11.5710  C115 1.528, C120 1.542, H121 1.094, H122 1.102
115 C -5.6727 -14.1642 10.2348  C114 1.528, C116 1.504, H123 1.086, H124 1.097
116 C -7.1261 -14.3992 10.5400  C115 1.504, S117 1.776, H125 1.074, H126 1.084
117 S -7.1622 -15.2810 12.0814  C116 1.776, O118 1.431, O119 1.459, C120 1.789
118 O -7.1877 -16.6825 11.7911  S117 1.431
119 O -8.1757 -14.7015 12.9564  S117 1.459
120 C -5.5229 -14.7993 12.6102  C114 1.542, S117 1.789, H127 1.077, H128 1.115
121 H -5.4215 -12.7811 11.8702  C114 1.094
122 H -3.9671 -13.5850 11.6910  C114 1.102
123 H -5.2841 -15.1616 10.0483  C115 1.086
124 H -5.4520 -13.4548 9.4271  C115 1.097
125 H -7.6138 -15.0104 9.8045  C116 1.074
126 H -7.5771 -13.4164 10.6153  C116 1.084
127 H -4.9205 -15.6918 12.6340  C120 1.077
128 H -5.6888 -14.3843 13.6318  C120 1.115
129 C -8.3479 -18.6830 13.6376  C130 1.593, C135 1.513, H136 1.131, H137 1.079
130 C -9.1419 -19.9068 14.2784  C129 1.593, C131 1.538, H138 1.102, H139 1.055
131 C -8.1234 -20.6717 15.1396  C130 1.538, S132 1.848, H140 1.073, H141 1.079
132 S -6.4430 -20.2916 14.4704  C131 1.848, O133 1.460, O134 1.435, C135 1.853
133 O -5.8210 -21.4518 13.8390  S132 1.460
134 O -5.6604 -19.6060 15.4594  S132 1.435
135 C -6.9635 -19.0778 13.1710  C129 1.513, S132 1.853, H142 1.086, H143 1.089
136 H -8.3519 -17.8832 14.4376  C129 1.131
137 H -8.8856 -18.2517 12.8070  C129 1.079
138 H -9.6064 -20.5572 13.5202  C130 1.102
139 H -9.8055 -19.3748 14.9030  C130 1.055
140 H -8.2725 -21.7323 15.2082  C131 1.073
141 H -8.0051 -20.1789 16.0928  C131 1.079
142 H -7.0322 -19.6412 12.2455  C135 1.086
143 H -6.1901 -18.3109 13.1661  C135 1.089
144 C -16.1418 -13.5694 17.2037  C145 1.496, C150 1.509, H151 1.087, H152 1.088
145 C -15.2635 -13.2252 16.0432  C144 1.496, C146 1.539, H153 1.091, H154 1.084
146 C -14.9383 -14.5329 15.2997  C145 1.539, S147 1.789, H155 1.081, H156 1.112
147 S -14.7828 -15.7249 16.6252  C146 1.789, O148 1.440, O149 1.474, C150 1.805
148 O -13.3873 -15.9714 16.8794  S147 1.440
149 O -15.5374 -16.9597 16.3452  S147 1.474
150 C -15.4693 -14.6999 17.9430  C144 1.509, S147 1.805, H157 1.098, H158 1.068
151 H -17.0974 -13.8312 16.7570  C144 1.087
152 H -16.3256 -12.8346 17.9840  C144 1.088
153 H -14.2618 -12.8913 16.3188  C145 1.091
154 H -15.7348 -12.4655 15.4301  C145 1.084
155 H -14.0041 -14.4901 14.7584  C146 1.081
156 H -15.7920 -14.8637 14.6683  C146 1.112
157 H -14.6733 -14.2032 18.5136  C150 1.098
158 H -16.0568 -15.2933 18.6089  C150 1.068
159 C -12.7190 -20.2153 16.2260  C160 1.487, C165 1.521, H166 1.110, H167 1.092
160 C -13.9589 -19.6380 16.8100  C159 1.487, C161 1.523, H168 1.094, H169 1.077
161 C -15.0030 -20.7434 16.7225  C160 1.523, S162 1.753, H170 1.111, H171 1.067
162 S -14.1479 -22.1617 17.2961  C161 1.753, O163 1.435, O164 1.427, C165 1.765
163 O -14.4186 -23.3377 16.5198  S162 1.435
164 O -14.3725 -22.2635 18.7015  S162 1.427
165 C -12.5327 -21.5524 16.9271  C159 1.521, S162 1.765, H172 1.078, H173 1.097
166 H -11.8098 -19.5949 16.3693  C159 1.110
167 H -12.7889 -20.3957 15.1513  C159 1.092
168 H -14.2820 -18.6960 16.3580  C160 1.094
169 H -13.7563 -19.4799 17.8562  C160 1.077
170 H -15.3171 -20.9496 15.6767  C161 1.111
171 H -15.8213 -20.5569 17.3821  C161 1.067
172 H -12.1105 -22.3215 16.3012  C165 1.078
173 H -12.0011 -21.3860 17.8720  C165 1.097
174 C -11.5724 -22.0347 20.5705  C175 1.576, C180 1.512, H181 1.095, H182 1.086
175 C -12.7281 -22.5711 21.4977  C174 1.576, C176 1.519, H183 1.078, H184 1.101
176 C -12.1210 -23.8441 22.0625  C175 1.519, S177 1.736, H185 1.114, H186 1.096
177 S -10.4378 -23.5605 22.3796  C176 1.736, O178 1.428, O179 1.438, C180 1.789
178 O -9.5858 -24.5743 21.8464  S177 1.428
179 O -10.2389 -23.2484 23.7697  S177 1.438
180 C -10.2895 -22.0919 21.3683  C174 1.512, S177 1.789, H187 1.098, H188 1.075
181 H -11.8009 -21.0094 20.2601  C174 1.095
182 H -11.4902 -22.6921 19.7106  C174 1.086
183 H -13.6852 -22.8132 21.0644  C175 1.078
184 H -12.9208 -21.8496 22.3068  C175 1.101
185 H -12.1222 -24.7418 21.4024  C176 1.114
186 H -12.5062 -24.1605 23.0387  C176 1.096
187 H -9.4387 -22.1254 20.6755  C180 1.098
188 H -10.1741 -21.2689 22.0509  C180 1.075
189 C -8.7584 -12.4656 16.5648  C190 1.499, C195 1.525, H196 1.104, H197 1.091
190 C -8.8719 -13.9443 16.3500  C189 1.499, C191 1.540, H198 1.065, H199 1.095
191 C -10.3720 -14.2508 16.1854  C190 1.540, S192 1.804, H200 1.074, H201 1.112
192 S -11.1903 -12.6833 15.8256  C191 1.804, O193 1.455, O194 1.480, C195 1.742
193 O -11.8631 -12.2532 17.0419  S192 1.455
194 O -12.0439 -12.7202 14.6167  S192 1.480
195 C -9.7219 -11.7716 15.6083  C189 1.525, S192 1.742, H202 1.097, H203 1.115
196 H -7.7520 -12.0363 16.4149  C189 1.104
197 H -9.0643 -12.2843 17.5958  C189 1.091
198 H -8.4738 -14.4908 17.1733  C190 1.065
199 H -8.3367 -14.2424 15.4430  C190 1.095
200 H -10.8377 -14.6562 17.0642  C191 1.074
201 H -10.5630 -14.9979 15.3838  C191 1.112
202 H -9.8892 -10.6970 15.7537  C195 1.097
203 H -9.4009 -11.9470 14.5545  C195 1.115

Here are the Mulliken charges for atoms 1 to 99, given in e: atom 1 (N): 0.9429, atom 2 (C): -0.2141, atom 3 (C): -0.9452, atom 4 (C): -0.6093, atom 5 (C): -1.1271, atom 6 (C): 0.4853, atom 7 (H): 0.4660, atom 8 (H): 0.5139, atom 9 (H): 0.4496, atom 10 (H): 0.5998, atom 11 (H): -0.3611, atom 12 (N): -0.5039, atom 13 (C): -0.6950, atom 14 (C): -0.4970, atom 15 (C): 0.1966, atom 16 (C): -0.3585, atom 17 (C): -0.6973, atom 18 (H): 0.8880, atom 19 (H): 0.5359, atom 20 (H): 0.4732, atom 21 (H): 0.4381, atom 22 (H): 0.3068, atom 23 (N): 1.5530, atom 24 (C): -0.5214, atom 25 (C): -0.9968, atom 26 (C): 0.4542, atom 27 (C): 0.4271, atom 28 (C): 0.0951, atom 29 (H): 0.4817, atom 30 (H): 0.0952, atom 31 (H): -0.6219, atom 32 (H): -0.8909, atom 33 (H): -0.0172, atom 34 (N): 0.3940, atom 35 (C): -0.8379, atom 36 (C): -0.5734, atom 37 (C): -0.5977, atom 38 (C): -0.8044, atom 39 (C): 0.0207, atom 40 (H): 0.8404, atom 41 (H): 0.3459, atom 42 (H): 0.3486, atom 43 (H): 0.4973, atom 44 (H): 0.2820, atom 45 (C): -0.0958, atom 46 (O): -0.5208, atom 47 (H): 0.7310, atom 48 (H): -0.2072, atom 49 (H): -0.1587, atom 50 (H): 0.2655, atom 51 (C): -0.4031, atom 52 (O): -0.5400, atom 53 (H): 0.3444, atom 54 (H): 0.3268, atom 55 (H): -0.0410, atom 56 (H): 0.3690, atom 57 (C): 0.4173, atom 58 (O): -0.4630, atom 59 (H): -0.3585, atom 60 (H): -0.3425, atom 61 (H): 0.4581, atom 62 (H): 0.2516, atom 63 (C): 0.6955, atom 64 (O): -0.5585, atom 65 (H): -0.4449, atom 66 (H): -0.7631, atom 67 (H): 0.7008, atom 68 (H): 0.3480, atom 69 (C): 0.0138, atom 70 (C): -0.8378, atom 71 (C): 0.8957, atom 72 (S): 0.9553, atom 73 (O): -0.8814, atom 74 (O): -0.3733, atom 75 (C): -1.1211, atom 76 (H): -0.4407, atom 77 (H): 0.5965, atom 78 (H): 0.5916, atom 79 (H): 0.1861, atom 80 (H): 0.7993, atom 81 (H): -1.2939, atom 82 (H): 0.3735, atom 83 (H): 0.4743, atom 84 (C): 1.2255, atom 85 (C): -0.6163, atom 86 (C): -0.0250, atom 87 (S): 1.0540, atom 88 (O): -0.7644, atom 89 (O): -0.5944, atom 90 (C): -1.0430, atom 91 (H): -0.6904, atom 92 (H): -0.0763, atom 93 (H): 0.4002, atom 94 (H): -0.0362, atom 95 (H): 0.7549, atom 96 (H): -0.6549, atom 97 (H): 0.4533, atom 98 (H): 0.4595, atom 99 (C): 0.0450